Entry 1:
The molecule C3H4O2 in a non-equilibrium geometry. Source: OMol25; level of theory: ωB97M-V/def2-TZVPD.

Each line ends with the Mulliken charge.
Cartesian coordinates (Å):
1 C 0.039 -1.348 -0.176  -0.051
2 C -0.528 -0.055 0.047  0.122
3 C 0.322 1.183 0.384  -0.287
4 H 0.859 -1.680 -0.925  0.339
5 H -1.588 0.101 -0.181  0.289
6 H -0.124 2.113 0.758  0.241
7 H 1.476 1.079 0.499  0.197
8 O -0.504 -2.196 0.543  -0.476
9 O 0.047 0.803 -0.949  -0.374

Calculated values
* HOMO level: -10.16 eV
* SMILES: O=C[C@H]1CO1
* spin multiplicity: 1
* ΔE to the lowest compared entry with this formula, charge and spin: 2.993 eV
* net charge: 0
* HOMO-LUMO gap: 10.69 eV
* LUMO level: 0.53 eV

---

Entry 2:
A structure of composition C20H46B3NO6S2 in a non-equilibrium geometry. Source: OMol25; level of theory: ωB97M-V/def2-TZVPD.

Each line ends with the Mulliken charge.
Cartesian coordinates (Å):
1 C 0.808 -0.494 -4.231  -0.802
2 C 1.609 -1.108 -3.007  -0.827
3 N 1.414 -0.387 -1.726  0.149
4 C 2.278 0.798 -1.603  -0.499
5 C 3.809 0.418 -1.538  -1.280
6 C 0.041 -0.075 -1.584  0.063
7 S -0.579 1.461 -1.335  -0.235
8 S -1.184 -1.444 -1.690  -0.104
9 C -2.532 -1.031 -0.510  -1.071
10 C -3.899 -0.717 -1.225  -0.400
11 C -4.780 -2.012 -1.392  -0.578
12 B -6.326 -1.817 -1.042  0.709
13 O -7.000 -2.653 -0.076  -0.527
14 B -7.820 -3.502 -0.879  0.497
15 O -8.203 -2.984 -2.157  -0.508
16 B -8.376 -1.569 -1.900  0.553
17 C -9.848 -0.956 -1.833  -0.532
18 C -10.075 0.328 -2.711  -0.593
19 C -11.246 1.146 -2.043  -0.514
20 O -12.467 0.425 -2.221  -0.302
21 C -13.604 1.269 -2.016  -0.700
22 O -7.172 -0.851 -1.676  -0.636
23 H 1.368 -0.768 -5.156  0.347
24 H 0.742 0.604 -4.118  0.251
25 H -0.190 -0.977 -4.316  0.288
26 H 2.664 -1.174 -3.327  0.372
27 H 1.266 -2.158 -2.840  0.380
28 H 2.075 1.363 -0.671  0.507
29 H 2.114 1.434 -2.505  0.249
30 H 4.008 -0.458 -0.894  0.253
31 H 4.230 0.280 -2.555  0.399
32 H 4.318 1.311 -1.110  0.388
33 H -2.690 -1.948 0.104  0.459
34 H -2.244 -0.242 0.219  0.464
35 H -3.693 -0.336 -2.251  0.312
36 H -4.463 0.086 -0.700  0.345
37 H -4.745 -2.384 -2.447  0.317
38 H -4.422 -2.875 -0.777  0.247
39 H -8.213 -4.555 -0.524  -0.099
40 H -10.537 -1.750 -2.205  0.175
41 H -10.080 -0.775 -0.758  0.330
42 H -10.487 0.005 -3.696  0.287
43 H -9.170 0.945 -2.865  0.384
44 H -11.294 2.199 -2.390  0.441
45 H -11.027 1.124 -0.944  0.266
46 H -14.223 0.821 -1.210  0.214
47 H -13.318 2.305 -1.743  0.346
48 H -14.219 1.289 -2.939  0.214
49 C 6.140 -2.392 2.453  -1.174
50 C 6.041 -0.917 2.100  -0.041
51 O 4.731 -0.503 1.748  -0.369
52 C 3.731 -0.666 2.740  -0.328
53 C 4.014 0.100 4.021  -1.071
54 H 5.788 -3.007 1.621  0.295
55 H 7.173 -2.661 2.677  0.411
56 H 5.532 -2.646 3.323  0.281
57 H 6.670 -0.721 1.231  0.302
58 H 6.432 -0.294 2.910  0.116
59 H 3.574 -1.730 2.946  0.331
60 H 2.803 -0.295 2.302  0.316
61 H 4.931 -0.238 4.506  0.254
62 H 3.194 -0.032 4.729  0.399
63 H 4.127 1.165 3.811  0.281
64 C 10.067 1.353 4.559  -1.050
65 C 10.095 1.330 3.041  -0.320
66 O 8.866 1.702 2.441  -0.416
67 C 8.392 3.006 2.737  -0.297
68 C 9.343 4.112 2.313  -1.122
69 H 9.279 0.696 4.936  0.260
70 H 11.024 1.019 4.963  0.391
71 H 9.869 2.352 4.949  0.278
72 H 10.301 0.311 2.706  0.342
73 H 10.910 1.952 2.656  0.308
74 H 8.147 3.087 3.802  0.325
75 H 7.452 3.119 2.194  0.333
76 H 10.300 4.051 2.833  0.270
77 H 8.907 5.089 2.529  0.391
78 H 9.547 4.049 1.242  0.304

Calculated values
* HOMO level: -8.16 eV
* spin multiplicity: 1
* net charge: 0
* HOMO-LUMO gap: 8.40 eV
* LUMO level: 0.24 eV

---

Entry 3:
A structure of composition C27H41BeCaClF2N3O19P2S2 in a non-equilibrium geometry. Source: OMol25; level of theory: ωB97M-V/def2-TZVPD.

Each line ends with the Mulliken charge.
Cartesian coordinates (Å):
1 C 2.381 0.369 -2.888  -2.672
2 C 1.867 1.475 -1.949  0.259
3 C 0.399 1.912 -2.339  -2.119
4 C -0.510 1.427 -1.232  0.344
5 C -0.768 0.101 -1.072  -0.548
6 N -1.502 -0.319 -0.035  0.525
7 C -2.004 0.524 0.887  -0.609
8 P -2.900 -0.198 2.298  0.616
9 O -2.405 -1.718 2.249  -0.542
10 O -4.439 -0.122 2.004  -0.428
11 S -2.390 0.604 3.954  -0.311
12 C -1.821 1.870 0.759  -0.282
13 C -1.051 2.350 -0.315  0.930
14 O -0.797 3.632 -0.494  -0.468
15 N -1.302 4.555 0.660  0.224
16 O -2.148 5.199 0.291  -0.127
17 O 1.863 0.881 -0.666  -0.257
18 C 2.101 1.762 0.420  -1.157
19 C 1.820 1.003 1.694  0.853
20 C 1.619 1.668 2.895  -0.792
21 C 1.315 0.970 4.046  -0.525
22 C 1.195 -0.411 4.049  -0.526
23 C 1.408 -1.082 2.856  -0.538
24 C 1.717 -0.383 1.693  -0.415
25 H 1.825 0.283 -3.821  0.497
26 H 2.212 -0.592 -2.329  0.670
27 H 3.473 0.482 -3.056  0.872
28 H 2.559 2.305 -2.070  0.597
29 H 0.353 2.984 -2.442  0.282
30 H 0.079 1.472 -3.275  0.694
31 H -0.366 -0.629 -1.752  0.676
32 H -1.695 -1.307 0.075  0.356
33 H -1.460 -1.766 2.032  0.346
34 H -4.933 -0.348 2.807  0.389
35 H -2.243 2.491 1.533  0.602
36 H 3.093 2.217 0.385  0.581
37 H 1.382 2.583 0.368  0.264
38 H 1.692 2.746 2.954  0.494
39 H 1.178 1.477 4.988  0.427
40 H 0.956 -0.958 4.946  0.495
41 H 1.303 -2.160 2.841  0.647
42 H 1.868 -0.972 0.802  0.374
43 C -5.184 0.688 -2.062  -0.656
44 O -4.334 -0.309 -1.477  -0.518
45 H -5.932 0.195 -2.675  0.266
46 H -5.684 1.261 -1.279  0.317
47 H -4.597 1.364 -2.687  0.247
48 H -3.693 0.170 -0.950  0.290
49 O 4.033 2.034 -4.885  -0.534
50 P 2.672 2.109 -5.566  0.864
51 O 2.716 3.028 -6.779  -0.474
52 O 1.649 2.638 -4.565  -0.326
53 O 2.273 0.686 -5.977  -0.551
54 Ca 4.131 -1.446 -3.376  1.914
55 C -7.201 3.016 -4.253  -0.702
56 O -7.032 2.223 -5.497  -0.339
57 C -8.114 1.712 -5.997  0.720
58 O -9.241 1.767 -5.617  -0.479
59 O -7.729 1.025 -7.157  -0.245
60 C -8.818 0.388 -7.862  -0.579
61 H -6.217 3.370 -3.974  0.191
62 H -7.846 3.881 -4.395  0.453
63 H -7.594 2.382 -3.463  0.250
64 H -9.540 1.129 -8.194  0.304
65 H -9.288 -0.349 -7.220  0.290
66 H -8.382 -0.104 -8.727  0.235
67 O 7.408 -4.089 -5.829  -0.595
68 Cl 6.938 -2.751 -6.015  1.759
69 O 7.655 -2.087 -7.049  -0.592
70 O 7.100 -2.011 -4.757  -0.733
71 O 5.504 -2.751 -6.285  -0.712
72 Be -6.389 1.794 -8.173  0.044
73 N -1.303 -4.181 3.361  0.086
74 C -0.584 -3.885 4.497  -0.552
75 C 0.342 -4.881 4.678  -0.580
76 C 0.192 -5.819 3.622  -0.258
77 C -0.828 -5.363 2.825  -0.859
78 H -2.047 -3.636 2.983  0.312
79 H -0.797 -2.994 5.069  0.472
80 H 1.063 -4.951 5.474  0.509
81 H 0.779 -6.716 3.488  0.523
82 H -1.260 -5.770 1.924  0.389
83 C 6.608 0.246 5.222  -0.665
84 C 6.899 -0.600 6.470  -0.617
85 C 5.565 -0.824 7.195  -0.777
86 S 4.290 -0.764 5.928  1.270
87 O 3.455 0.388 6.169  -0.654
88 O 3.730 -2.072 5.742  -0.674
89 C 5.389 -0.392 4.563  -0.418
90 H 7.460 0.272 4.543  0.374
91 H 6.379 1.272 5.515  0.299
92 H 7.320 -1.561 6.168  0.302
93 H 7.623 -0.117 7.124  0.328
94 H 5.522 -1.790 7.689  0.353
95 H 5.358 -0.031 7.911  0.353
96 H 4.880 0.262 3.858  0.131
97 H 5.646 -1.336 4.084  0.391
98 F -7.889 5.056 -2.955  -0.912
99 F 2.023 -7.152 4.846  -0.934

Calculated values
* HOMO level: -4.42 eV
* spin multiplicity: 1
* net charge: -1
* HOMO-LUMO gap: 1.01 eV
* LUMO level: -3.41 eV

---

Entry 4:
A structure of composition C20H20ClIMnN7OS2. Source: OMol25; level of theory: ωB97M-V/def2-TZVPD.

Each line ends with the Mulliken charge.
Cartesian coordinates (Å):
1 Mn -0.316 0.492 -0.282  0.815
2 C 3.967 2.018 -0.953  -1.854
3 C 2.549 1.526 -0.986  0.878
4 N 1.997 0.791 -0.111  0.764
5 N 2.697 0.410 0.983  -0.710
6 C 2.102 -0.250 2.026  0.395
7 N 2.962 -0.568 3.005  -0.413
8 S 0.480 -0.603 2.135  -0.382
9 C 1.672 1.957 -2.123  0.662
10 C 2.127 2.830 -3.092  -0.835
11 C 1.261 3.243 -4.099  -0.548
12 C -0.032 2.763 -4.110  -0.760
13 C -0.408 1.885 -3.106  -0.353
14 N 0.417 1.495 -2.141  0.213
15 H 4.615 1.464 -0.283  0.515
16 H 3.991 3.069 -0.656  0.366
17 H 4.416 1.939 -1.942  0.412
18 H 3.663 0.673 1.062  0.146
19 H 3.961 -0.513 2.893  0.179
20 H 2.604 -1.120 3.765  0.249
21 H 3.142 3.201 -3.071  0.392
22 H 1.599 3.934 -4.860  0.437
23 H -0.740 3.058 -4.873  0.427
24 H -1.411 1.475 -3.074  0.479
25 Cl -1.706 -6.426 -0.633  -0.253
26 C -1.784 -4.702 -0.445  0.459
27 C -2.898 -4.131 0.090  -0.538
28 C -2.992 -2.732 0.237  -0.244
29 I -4.726 -1.916 1.056  0.017
30 C -1.986 -1.876 -0.155  0.467
31 O -2.038 -0.569 -0.059  -1.047
32 C -0.809 -2.495 -0.707  0.102
33 N 0.194 -1.651 -1.073  0.158
34 C 1.296 -2.151 -1.574  -0.089
35 C 1.506 -3.528 -1.741  -1.139
36 C 0.515 -4.394 -1.379  -0.713
37 C -0.695 -3.894 -0.851  0.349
38 H -3.720 -4.762 0.404  0.418
39 H 2.062 -1.439 -1.866  0.368
40 H 2.441 -3.885 -2.151  0.416
41 H 0.644 -5.463 -1.491  0.439
42 S -0.900 2.643 0.794  -0.545
43 C -1.936 2.120 2.045  0.323
44 N -2.748 1.078 1.998  0.270
45 C -3.530 0.915 3.228  -0.497
46 C -2.976 2.040 4.132  -0.482
47 N -2.062 2.741 3.223  -0.145
48 H -2.784 0.447 1.191  0.067
49 H -3.376 -0.074 3.655  0.296
50 H -4.591 1.037 3.023  0.300
51 H -2.437 1.642 4.989  0.284
52 H -3.759 2.703 4.491  0.300
53 H -1.521 3.552 3.460  0.182

Calculated values
* HOMO level (alpha / beta): -9.77 / -9.84 eV
* spin multiplicity: 6
* net charge: +1
* expectation value of S²: 8.75
* HOMO-LUMO gap (alpha / beta): 6.48 / 6.50 eV
* LUMO level (alpha / beta): -3.29 / -3.34 eV

---

Q: The lowest net charge belongs to which entry?
A: C27H41BeCaClF2N3O19P2S2

---

Q: What is the formula in the third record?
A: C27H41BeCaClF2N3O19P2S2